(1)
21
Properties=species:S:1:pos:R:3:forces:R:3 method="wB97M-V/def2-TZVPD" charge=+1 spin_multiplicity=2 e_above_lowest_kcal_mol=22.3 homo_energy_ev="-14.35 / -14.75" e_lumo_ha="-0.1270 / -0.2532" gap_ev="10.9 / 7.9"
C -0.8481 -1.3632 -1.5224 0.1770 0.1355 -0.0255
N -0.6647 -0.9170 -0.1257 -1.8872 0.2730 -0.5206
C -0.3205 0.3235 0.1759 0.6125 0.3168 -0.2597
C -0.5469 0.8892 1.4463 0.1220 -0.1414 -0.0880
C -1.3047 0.2125 2.5145 0.1194 -0.6443 0.0520
C 0.0022 1.8498 -1.7589 -0.7597 -0.1976 -0.0007
C 0.4918 1.0608 -0.8251 0.8862 -0.0857 0.7125
H -1.4250 -2.2603 -1.5053 -0.0175 -0.8943 0.2038
H 0.1092 -1.5294 -2.0094 -0.0922 0.1487 -0.0843
H -1.4892 -0.6726 -2.0672 0.4221 0.3498 -0.0495
H -1.3856 -1.3256 0.4657 0.5634 -0.1414 0.3496
H -0.0842 1.8689 1.5561 -0.3350 -0.1217 0.3154
H -1.4518 -0.8492 2.3135 -0.2160 0.0299 -0.2116
H -2.2860 0.6610 2.6726 -0.0172 0.2020 0.0561
H -0.7865 0.1781 3.4689 0.1748 0.5836 0.1680
H 0.5566 2.3440 -2.5442 0.2412 0.0720 0.3011
H -1.0755 1.9700 -1.7585 -0.0540 0.1461 -0.3633
H 1.5524 0.8997 -0.6053 -0.0263 0.1329 -0.6301
H 2.6005 -1.9463 -0.6805 -0.3326 -0.1202 0.0731
H 1.9256 -1.0074 0.4042 -0.0553 -0.5779 -0.1511
O 2.7460 -1.2669 -0.0200 0.4741 0.5342 0.1529

---

(2)
11
Properties=species:S:1:pos:R:3:forces:R:3 method="wB97M-V/def2-TZVPD" spin_multiplicity=1 e_above_lowest_kcal_mol=12.3 homo_energy_ev=-8.22 smiles=Oc1cc[nH]c1 e_lumo_ha=0.0362 gap_ev=9.2
O -0.1114 0.0867 -2.2571 -0.2726 0.0497 -0.0719
C -0.0535 0.0500 -0.8874 0.0247 -0.1809 0.3600
C -0.5874 0.9324 0.0232 0.0751 0.0024 -0.1726
N -0.1787 0.5074 1.2647 0.0379 -0.0097 0.0915
C 0.5884 -0.6179 1.1469 0.0703 0.0396 0.1011
C 0.6587 -0.9555 -0.1810 0.1726 0.1873 0.0584
H -1.0324 0.0044 -2.5103 -0.1246 0.0419 -0.2410
H -1.2601 1.7737 -0.0830 0.2901 -0.0715 -0.1078
H -0.2321 1.0739 2.0951 -0.1475 -0.1988 -0.0784
H 1.0357 -1.0601 2.0235 -0.0338 -0.0515 -0.1182
H 1.1728 -1.7950 -0.6346 -0.0922 0.1915 0.1789

---

(3)
55
Properties=species:S:1:pos:R:3:forces:R:3 method="wB97M-V/def2-TZVPD" charge=-1 spin_multiplicity=3 e_above_lowest_kcal_mol=22.7 homo_energy_ev="-4.48 / -4.44" e_lumo_ha="0.0373 / 0.0373" gap_ev="5.5 / 5.5"
Ni -0.3792 -0.7300 -0.1568 -0.8917 -1.1894 0.3756
S -2.5146 -1.0658 1.5424 0.0462 0.1277 -0.0720
C -2.1893 -2.7259 1.2770 -0.0227 0.0267 0.0624
S -0.7744 -3.0253 0.3454 0.0655 0.1162 -0.1193
C -2.9946 -3.7453 1.7703 -0.0946 -0.1597 0.0945
C -2.7258 -5.1221 1.4806 -0.0691 0.1638 0.0753
N -2.5357 -6.2393 1.2558 -0.0300 0.1752 0.0320
C -4.1187 -3.4597 2.6115 0.1428 -0.0287 -0.0953
N -5.0173 -3.2412 3.3048 0.1499 -0.0681 -0.1384
C 0.8585 3.4254 1.6111 -0.0771 -0.1112 -0.0353
C 0.8922 2.0629 0.8968 -0.2290 -0.0396 0.1266
N -0.3039 1.2683 1.2618 0.4153 0.1993 -0.1813
C -1.5040 2.1027 1.1142 0.0427 -0.0947 0.1301
C -1.5119 3.1884 2.2127 0.0713 -0.1562 -0.0447
N -0.1070 3.2860 2.7562 -0.0159 -0.1501 -0.0962
C 0.2283 2.0375 3.5393 -0.0326 -0.0858 -0.1373
C -0.1842 0.8349 2.6725 0.0482 0.1688 -0.1742
H 0.4944 4.2327 0.9773 -0.0625 0.0235 0.0142
H 1.8307 3.6963 2.0165 0.0247 0.0250 0.0733
H 1.7711 1.5116 1.1958 0.0731 -0.1323 0.0469
H 0.9213 2.2035 -0.1776 -0.0610 0.0311 -0.0416
H -2.3872 1.4733 1.2071 -0.0123 -0.0173 -0.0224
H -1.5167 2.5424 0.1206 0.0799 0.0273 0.0121
H -2.1625 2.9314 3.0463 0.0322 -0.0098 0.0698
H -1.7929 4.1659 1.8280 0.0340 0.0717 0.0013
H -0.0316 4.0942 3.3610 -0.0146 0.1030 0.0889
H -0.3196 2.0737 4.4784 -0.0283 0.0570 0.0341
H 1.2990 2.0540 3.7403 0.0208 0.0578 -0.0454
H -1.1356 0.4206 2.9889 -0.0903 0.0001 -0.0400
H 0.5580 0.0483 2.7525 0.0451 0.0014 -0.0252
O -1.6171 0.7198 -3.6263 0.0224 0.0876 0.2217
Cl -1.7009 1.1067 -2.2503 -0.0566 -0.1373 0.2364
O -0.3922 1.5431 -1.7581 -0.3100 -0.0751 -0.2803
O -2.6617 2.1650 -2.0645 0.2630 -0.2341 -0.0538
O -2.0982 -0.0523 -1.4205 0.4067 0.4424 -0.2367
N 1.3490 -2.1107 -6.0134 0.0132 -0.0451 0.1911
C 1.0619 -1.8773 -4.6806 0.0042 -0.0176 -0.0619
C 1.9177 -1.1221 -3.8779 0.0956 -0.0335 -0.1308
C 1.5924 -0.9245 -2.5565 -0.0314 0.0164 0.1134
N 0.4996 -1.4344 -1.9817 -0.1905 0.5267 0.0323
C -0.3120 -2.1760 -2.7476 0.1135 -0.0355 -0.0188
C -0.0710 -2.4249 -4.0794 0.0484 -0.0232 -0.0762
H 1.9788 -1.4648 -6.4552 0.0179 0.0543 -0.0160
H 0.5722 -2.3816 -6.5887 -0.0661 -0.0091 -0.0657
H 2.8257 -0.6903 -4.2865 -0.0863 -0.0161 0.0567
H 2.2325 -0.3282 -1.9229 0.0160 0.0405 0.0594
H -1.1809 -2.5909 -2.2554 -0.0282 0.0719 0.0172
H -0.7679 -3.0258 -4.6529 0.0366 0.0335 0.0601
F 1.6466 -0.8701 0.7406 0.4139 0.2481 0.0617
C 2.8987 -1.0402 1.5425 -0.3500 -0.1284 0.2284
F 2.7562 0.0354 2.4850 -0.0006 0.0248 -0.1001
C 3.9330 -0.4785 0.5959 -0.1507 0.0431 -0.1891
F 5.1060 -0.3501 1.2348 0.1301 0.0188 -0.0751
F 3.6743 0.7647 0.0487 0.0420 -0.0263 0.0295
F 4.1105 -1.2916 -0.4597 0.0872 0.0404 0.0284

---

(4)
22
Properties=species:S:1:pos:R:3:forces:R:3 method="wB97M-V/def2-TZVPD" charge=+2 spin_multiplicity=4 e_above_lowest_kcal_mol=0.0 homo_energy_ev="-17.87 / -18.37" e_lumo_ha="-0.4049 / -0.4320" gap_ev="6.9 / 6.6"
Tc -0.4555 0.1998 0.0468 -1.0095 0.8939 -0.7901
C 0.5147 -0.2229 -2.1937 -1.3022 -1.9152 -0.8491
H 1.5300 -0.4386 -2.2181 1.9457 -0.4794 -0.0209
H 0.0581 -1.2155 -1.8457 -0.1409 1.5988 0.5353
H 0.1618 -0.2622 -3.2015 -0.3723 0.5385 -0.8449
H 0.5065 0.8078 -1.8931 -0.7476 1.0341 0.5587
H -1.9119 -0.3455 0.6066 0.6039 -0.2322 -0.3885
C 1.9336 -2.2858 2.4124 -0.3272 0.7839 0.4053
C 1.2316 -1.0796 1.7888 -0.0436 -2.6078 -0.3639
N 1.0098 -0.9573 0.4597 1.8231 -1.6327 -0.0485
O 1.6371 -1.8943 -0.4237 -0.9897 1.2913 1.5613
C 0.4702 -0.2485 2.6021 -0.1695 0.6226 1.7800
C 0.3963 -0.2841 4.1020 0.4511 -0.1953 -0.5400
N -0.2647 0.7213 1.9354 -0.1706 1.3679 2.1139
O -0.7865 1.6564 2.5977 0.4388 -1.6518 -2.2258
H 2.4583 -3.0090 1.7887 -0.0824 0.4276 -0.3249
H 1.1509 -2.8295 2.9818 0.3351 0.2773 -0.1801
H 2.6533 -1.9071 3.1504 -0.1153 -0.1269 -0.0624
H 1.5206 -2.7327 0.0430 0.1197 -0.5701 -0.1606
H -0.1943 0.5509 4.3826 -0.4420 0.7133 0.5266
H -0.0438 -1.1704 4.5656 -0.1169 -0.2660 -0.5471
H 1.3725 -0.1921 4.5713 0.3125 0.1281 -0.1345